{
  "formula": "C35H80Cl4N6",
  "method": "the ωB97M-V functional and the def2-TZVPD basis",
  "symbols": ["Cl", "C", "Cl", "Cl", "Cl", "C", "C", "C", "N", "C", "H", "H", "H", "H", "H", "C", "C", "N", "C", "C", "C", "C", "H", "H", "H", "H", "H", "H", "H", "H", "H", "H", "H", "H", "H", "H", "H", "C", "C", "N", "C", "C", "C", "C", "H", "H", "H", "H", "H", "H", "H", "H", "H", "H", "H", "H", "H", "H", "H", "C", "C", "N", "C", "C", "C", "C", "H", "H", "H", "H", "H", "H", "H", "H", "H", "H", "H", "H", "H", "H", "H", "C", "C", "N", "C", "C", "C", "C", "H", "H", "H", "H", "H", "H", "H", "H", "H", "H", "H", "H", "H", "H", "H", "C", "C", "N", "C", "C", "C", "C", "H", "H", "H", "H", "H", "H", "H", "H", "H", "H", "H", "H", "H", "H", "H"],
  "positions_angstrom": [[35.3747, 4.4056, 10.9786], [34.7301, 4.8078, 9.3855], [35.0166, 3.4254, 8.3599], [32.9843, 5.0570, 9.5358], [35.5215, 6.2879, 8.8676], [31.8482, 2.7046, 5.9942], [31.6629, 2.3337, 7.3047], [30.9041, 1.1515, 7.3042], [30.5938, 0.8164, 5.9999], [31.1903, 1.7959, 5.2259], [32.4370, 3.5367, 5.6375], [32.0443, 2.7726, 8.2148], [30.5508, 0.5075, 8.0959], [30.1747, -0.0376, 5.6605], [31.1538, 1.7251, 4.1488], [26.4261, 6.9956, 0.7456], [27.6180, 6.1339, 0.6369], [27.7422, 5.3256, 1.8732], [29.1562, 4.8839, 2.0499], [29.3383, 4.1540, 3.4202], [26.7142, 4.2126, 1.9309], [26.9016, 3.2207, 0.7802], [26.4700, 7.7504, -0.0395], [26.3158, 7.3038, 1.7853], [25.4819, 6.4762, 0.5819], [27.6620, 5.5179, -0.2612], [28.4915, 6.7853, 0.6650], [29.4380, 4.2867, 1.1827], [29.8355, 5.7308, 2.1466], [30.4047, 4.0203, 3.6019], [28.9912, 4.7930, 4.2321], [28.8259, 3.1928, 3.3800], [25.7217, 4.6605, 1.8816], [26.7261, 3.6907, 2.8878], [26.1679, 2.4165, 0.8361], [27.8696, 2.7287, 0.8743], [26.8144, 3.6141, -0.2326], [33.6844, 1.4154, -2.7314], [33.5191, 2.3368, -1.4986], [32.5241, 1.8734, -0.5445], [32.9496, 0.5040, -0.1136], [32.0416, -0.1916, 0.8835], [32.2472, 2.8398, 0.5233], [33.4520, 3.0989, 1.4672], [34.2013, 0.4851, -2.4960], [34.2425, 2.0227, -3.4440], [32.7397, 1.1978, -3.2296], [34.4527, 2.4908, -0.9576], [33.2296, 3.2833, -1.9552], [32.9755, -0.1767, -0.9645], [33.9847, 0.6447, 0.1978], [31.0583, -0.3251, 0.4324], [32.4544, -1.1861, 1.0524], [31.8239, 0.2855, 1.8391], [31.3297, 2.5330, 1.0254], [31.8770, 3.7412, 0.0350], [33.8573, 2.1910, 1.9139], [33.0140, 3.6831, 2.2765], [34.2217, 3.7002, 0.9834], [33.8735, 2.0255, 13.2053], [32.5442, 1.9064, 12.4088], [32.5380, 0.7322, 11.4930], [33.5854, 0.9693, 10.4462], [33.8825, -0.3887, 9.7607], [31.2293, 0.6126, 10.8702], [30.1198, 0.3949, 11.8716], [34.1916, 1.0328, 13.5240], [33.7717, 2.6213, 14.1124], [34.7165, 2.5376, 12.7413], [31.8257, 1.8516, 13.2266], [32.3278, 2.8174, 11.8508], [33.2664, 1.6528, 9.6593], [34.4808, 1.3883, 10.9054], [33.1795, -0.5588, 8.9452], [34.8796, -0.2173, 9.3552], [33.9672, -1.1556, 10.5306], [31.1335, -0.2490, 10.2095], [31.0725, 1.5519, 10.3398], [29.3102, -0.0255, 11.2750], [29.6896, 1.3074, 12.2842], [30.5389, -0.3108, 12.5889], [28.7323, -2.0693, 7.5905], [27.9456, -1.1946, 6.5737], [28.6019, -1.1439, 5.2663], [27.9051, -0.2084, 4.4097], [28.5654, 0.1582, 3.0431], [28.7548, -2.4055, 4.5516], [27.5391, -3.1788, 4.1131], [28.2201, -2.0088, 8.5507], [29.7479, -1.7317, 7.7973], [28.7048, -3.1319, 7.3491], [26.8860, -1.4495, 6.5945], [27.9875, -0.2057, 7.0302], [27.7289, 0.7287, 4.9378], [26.8941, -0.5089, 4.1348], [27.9837, 1.0475, 2.8009], [28.5490, -0.6144, 2.2744], [29.5985, 0.5053, 3.0619], [29.4036, -2.2061, 3.6988], [29.3375, -3.1298, 5.1207], [26.7594, -2.6515, 3.5634], [27.9455, -4.0180, 3.5487], [27.0784, -3.5816, 5.0152], [28.2779, 4.0439, 12.0638], [29.0053, 4.6579, 10.8693], [28.3299, 4.7337, 9.5672], [27.0430, 5.4733, 9.6252], [27.0593, 6.8231, 10.3909], [28.2810, 3.3462, 8.9211], [28.1002, 3.3441, 7.3635], [27.9588, 3.0234, 11.8518], [27.4149, 4.6676, 12.2968], [28.9722, 4.0335, 12.9041], [29.4104, 5.6233, 11.1727], [29.9480, 4.1150, 10.8013], [26.6332, 5.5900, 8.6219], [26.2802, 4.9471, 10.1991], [26.1711, 7.3948, 10.1219], [27.1519, 6.7006, 11.4700], [27.8727, 7.4502, 10.0257], [27.4802, 2.8252, 9.4459], [29.1635, 2.8076, 9.2662], [28.1507, 2.2969, 7.0652], [29.0334, 3.8045, 7.0390], [27.1948, 3.8523, 7.0318]],
  "orbital_gap_ev": 8.36,
  "e_homo_ev": -7.919,
  "energy_ha": -3550.69415,
  "charge": 0,
  "relative_energy_kcal_mol": 30.9
}

{
  "formula": "C35H82GaN6O6P2S",
  "method": "the ωB97M-V functional and the def2-TZVPD basis",
  "symbols": ["C", "C", "C", "C", "C", "C", "C", "C", "C", "C", "C", "C", "Ga", "S", "C", "C", "C", "C", "O", "C", "O", "C", "C", "C", "C", "O", "C", "C", "O", "H", "H", "H", "H", "H", "H", "H", "H", "H", "H", "H", "H", "H", "H", "H", "H", "H", "H", "H", "H", "H", "H", "H", "H", "H", "H", "H", "H", "H", "H", "H", "H", "H", "H", "H", "H", "H", "H", "H", "H", "H", "H", "H", "H", "H", "H", "O", "P", "N", "C", "C", "N", "C", "C", "N", "C", "C", "H", "H", "H", "H", "H", "H", "H", "H", "H", "H", "H", "H", "H", "H", "H", "H", "H", "H", "O", "P", "N", "C", "C", "N", "C", "C", "N", "C", "C", "H", "H", "H", "H", "H", "H", "H", "H", "H", "H", "H", "H", "H", "H", "H", "H", "H", "H"],
  "positions_angstrom": [[5.8589, -0.2212, -2.3101], [6.2736, -1.6611, -2.6667], [7.0521, -2.3794, -1.5654], [8.3919, -1.7226, -1.1939], [8.3094, -0.6850, -0.0737], [7.9822, -1.3047, 1.3151], [6.7816, -0.6350, 2.0324], [5.5719, -1.5665, 2.2553], [4.4135, -1.3288, 1.2846], [3.9442, 0.1428, 1.2769], [2.4228, 0.2847, 1.2139], [1.9177, -0.0440, -0.2104], [1.2306, 1.5119, -1.3272], [-0.3542, 2.7409, -0.0855], [2.6766, 2.7710, -2.0554], [3.8471, 3.1103, -1.1115], [3.4181, 3.5236, 0.3023], [3.5544, 5.0293, 0.5799], [2.2682, 5.7074, 0.4477], [1.6161, 5.7707, 1.6123], [1.1977, 6.8026, 2.0511], [0.1835, 0.8501, -2.9581], [-0.3786, -0.5801, -2.7920], [-1.9250, -0.6199, -2.8366], [-2.5630, -1.0646, -1.5343], [-1.8642, -2.2020, -0.9638], [-2.2399, -2.4061, 0.3197], [-1.2562, -1.9933, 1.3759], [-3.3083, -2.8816, 0.6117], [5.0593, 0.1275, -2.9577], [6.7223, 0.4420, -2.3647], [5.5358, -0.2100, -1.2694], [5.3600, -2.2120, -2.8950], [6.8825, -1.6086, -3.5732], [7.2482, -3.3902, -1.9337], [6.4337, -2.4917, -0.6723], [8.7933, -1.2529, -2.0978], [9.0956, -2.5099, -0.9134], [9.2779, -0.1800, -0.0368], [7.5736, 0.0849, -0.2931], [8.8717, -1.1739, 1.9303], [7.8026, -2.3700, 1.1713], [6.5255, 0.2997, 1.5378], [7.1495, -0.3610, 3.0237], [5.9195, -2.5953, 2.1355], [5.2047, -1.4476, 3.2764], [3.5523, -1.9691, 1.4798], [4.7699, -1.5715, 0.2821], [4.3942, 0.7235, 2.0868], [4.3309, 0.5765, 0.3495], [2.0162, -0.4865, 1.8819], [2.0639, 1.2380, 1.6026], [1.0628, -0.7169, -0.0932], [2.6505, -0.6208, -0.7825], [0.0091, 2.4603, 1.1756], [2.2060, 3.6859, -2.4269], [3.1063, 2.2498, -2.9189], [4.3752, 3.9755, -1.5377], [4.5695, 2.2937, -1.1327], [4.0620, 3.0194, 1.0288], [2.3833, 3.2680, 0.5226], [3.8397, 5.1467, 1.6270], [4.2664, 5.5116, -0.0812], [1.4287, 4.8299, 2.1474], [-0.6254, 1.5638, -3.1041], [0.8194, 0.9133, -3.8448], [-0.0498, -1.1579, -3.6607], [0.0080, -1.1036, -1.9223], [-2.3453, 0.3555, -3.0781], [-2.2367, -1.3195, -3.6144], [-2.6511, -0.2564, -0.8035], [-3.5839, -1.4028, -1.7335], [-1.3488, -0.9314, 1.6027], [-1.4897, -2.5497, 2.2818], [-0.2277, -2.2200, 1.1031], [-2.1868, -3.9619, 5.7079], [-3.3280, -4.9142, 5.8860], [-2.7721, -6.2787, 5.0251], [-3.5431, -7.1765, 4.1998], [-1.6723, -6.9635, 5.6796], [-4.5674, -4.0390, 5.0323], [-4.6954, -4.1710, 3.5840], [-4.5802, -2.6268, 5.4070], [-4.4922, -5.7674, 6.9087], [-5.8653, -5.9408, 6.4818], [-4.4622, -5.3087, 8.3072], [-4.1172, -7.9145, 4.7847], [-2.8669, -7.7313, 3.5452], [-4.2245, -6.6502, 3.5397], [-2.0251, -7.6373, 6.4770], [-0.9826, -6.2434, 6.1232], [-1.1011, -7.5479, 4.9564], [-3.7354, -4.1065, 3.0610], [-5.3436, -3.3912, 3.1844], [-5.1822, -5.1102, 3.3164], [-3.8005, -2.0515, 4.8975], [-4.4281, -2.5074, 6.4829], [-5.5528, -2.1927, 5.1652], [-6.4421, -5.0109, 6.4884], [-6.3387, -6.6468, 7.1710], [-5.9314, -6.3815, 5.4892], [-4.8898, -4.3032, 8.4228], [-3.4325, -5.2795, 8.6727], [-5.0153, -5.9950, 8.9510], [-3.9853, 2.3345, -4.7067], [-3.8988, 3.8064, -4.9685], [-2.5962, 4.2750, -3.9924], [-2.4522, 5.4891, -3.2230], [-1.3097, 3.7952, -4.4752], [-5.4461, 4.2856, -4.3031], [-5.5757, 4.5545, -2.8781], [-6.5146, 3.3948, -4.7415], [-3.8477, 5.1770, -6.0885], [-4.6057, 6.3809, -5.8228], [-4.0374, 4.7713, -7.4900], [-2.1586, 6.3560, -3.8381], [-1.6768, 5.3416, -2.4686], [-3.3526, 5.7426, -2.6725], [-0.9094, 4.4324, -5.2806], [-1.3971, 2.7793, -4.8621], [-0.5850, 3.7603, -3.6617], [-5.0917, 3.7943, -2.2517], [-6.6313, 4.5997, -2.6028], [-5.1687, 5.5327, -2.6212], [-6.5393, 2.4582, -4.1735], [-6.3977, 3.1360, -5.7965], [-7.4795, 3.8979, -4.6346], [-5.6868, 6.2479, -5.9357], [-4.2753, 7.1435, -6.5347], [-4.4071, 6.7758, -4.8285], [-5.0729, 4.4656, -7.6973], [-3.3840, 3.9288, -7.7301], [-3.7765, 5.5869, -8.1673]],
  "orbital_gap_ev": 6.66,
  "e_homo_ev": -4.599,
  "energy_ha": -5168.39181,
  "charge": -1
}

{
  "formula": "C35H83N2NbO7P",
  "method": "the ωB97M-V functional and the def2-TZVPD basis",
  "symbols": ["C", "C", "C", "C", "C", "C", "C", "C", "C", "C", "C", "C", "C", "C", "C", "C", "C", "C", "Nb", "O", "C", "O", "O", "C", "C", "O", "N", "C", "C", "P", "N", "H", "H", "H", "H", "H", "H", "H", "H", "H", "H", "H", "H", "H", "H", "H", "H", "H", "H", "H", "H", "H", "H", "H", "H", "H", "H", "H", "H", "H", "H", "H", "H", "H", "H", "H", "H", "H", "H", "H", "H", "H", "H", "H", "H", "H", "H", "H", "H", "H", "H", "H", "H", "H", "C", "C", "O", "C", "C", "H", "H", "H", "H", "H", "H", "H", "H", "H", "H", "C", "C", "O", "C", "C", "H", "H", "H", "H", "H", "H", "H", "H", "H", "H", "C", "C", "O", "C", "C", "H", "H", "H", "H", "H", "H", "H", "H", "H", "H"],
  "positions_angstrom": [[1.3936, 1.0641, 4.3438], [2.7589, 0.4956, 4.7392], [3.8419, 0.7677, 3.6733], [4.7121, 2.0006, 4.0151], [4.6072, 3.1914, 3.0506], [4.6614, 2.8513, 1.5720], [6.0403, 2.4091, 1.0616], [5.9082, 1.9812, -0.4040], [5.6345, 0.4826, -0.5228], [5.0452, 0.0718, -1.8758], [3.5559, -0.3331, -1.7714], [3.3180, -1.8399, -1.8716], [3.3126, -2.5652, -0.5120], [2.2542, -3.6732, -0.5002], [2.0148, -4.2552, 0.8898], [0.9458, -3.5381, 1.7410], [0.7277, -2.0461, 1.4389], [-0.4234, -1.4809, 2.2967], [-1.7135, 0.0981, 1.3234], [-0.0216, 1.2691, 1.2303], [-1.5298, -0.6697, -0.8063], [-2.5982, -0.3505, -1.7087], [-3.6636, -1.2191, -1.4224], [-2.9500, 1.7851, 0.4003], [-2.2977, 2.6025, -0.6692], [-1.2908, 2.3514, -1.2548], [-3.0466, 3.8092, -1.0225], [-2.6003, 4.9637, -0.2398], [-3.0494, 4.0414, -2.4534], [-2.4667, 1.1087, 3.6141], [-3.0957, -0.0817, 4.5071], [1.4594, 2.1445, 4.2176], [1.0327, 0.6096, 3.4306], [0.6866, 0.8914, 5.1507], [2.6260, -0.5807, 4.8352], [3.0606, 0.9009, 5.7024], [4.4950, -0.1001, 3.6545], [3.3299, 0.8411, 2.7186], [5.7458, 1.6933, 4.1479], [4.3918, 2.3594, 4.9912], [3.7188, 3.7826, 3.2592], [5.4464, 3.8546, 3.2713], [3.9340, 2.1020, 1.2683], [4.4035, 3.7540, 1.0186], [6.7214, 3.2464, 1.1778], [6.3980, 1.5410, 1.6156], [6.8414, 2.2325, -0.9084], [5.1327, 2.5414, -0.9246], [5.0300, 0.1722, 0.3287], [6.6101, 0.0049, -0.4294], [5.5770, -0.7728, -2.3002], [5.1457, 0.8991, -2.5759], [3.0828, 0.1205, -0.9034], [3.0731, 0.1134, -2.6404], [2.3629, -2.0180, -2.3602], [4.0740, -2.2815, -2.5194], [3.1787, -1.8911, 0.3284], [4.2660, -3.0748, -0.3764], [1.3363, -3.3103, -0.9546], [2.6142, -4.4630, -1.1621], [1.6826, -5.2834, 0.7502], [2.9557, -4.3298, 1.4377], [-0.0066, -4.0502, 1.6077], [1.1953, -3.6232, 2.7965], [0.5948, -1.9407, 0.3604], [1.6547, -1.5252, 1.6855], [-1.0278, -2.2847, 2.7165], [0.0339, -1.0074, 3.1725], [-3.2031, -0.9619, 1.4641], [0.7620, 0.7314, 1.0353], [-0.6390, -0.2133, -1.2309], [-1.4214, -1.7554, -0.7306], [-4.3211, -0.6258, -1.0310], [-3.2477, 2.4920, 1.1777], [-3.8811, 1.3811, -0.0051], [-3.4670, 5.3920, 0.2613], [-1.9273, 4.6629, 0.5618], [-2.0981, 5.7328, -0.8279], [-2.1081, 4.4378, -2.8558], [-3.2411, 3.1070, -2.9684], [-3.8504, 4.7412, -2.6841], [-1.4118, 1.7474, 4.3196], [-3.5235, 2.0466, 3.4034], [-3.0754, -0.9487, 3.9806], [-5.7851, -3.2856, -5.7756], [-4.3744, -3.4266, -6.3239], [-3.7554, -2.1974, -6.6402], [-3.5991, -1.2828, -5.5589], [-2.7686, -1.8119, -4.4062], [-6.4179, -2.7503, -6.4862], [-6.2187, -4.2700, -5.5912], [-5.8032, -2.7333, -4.8357], [-4.4087, -3.9915, -7.2575], [-3.7483, -4.0028, -5.6332], [-4.5807, -0.9482, -5.2050], [-3.1080, -0.4069, -5.9842], [-3.2237, -2.6868, -3.9401], [-2.6575, -1.0481, -3.6367], [-1.7752, -2.1039, -4.7573], [0.3315, -9.8772, -2.4629], [0.0028, -8.5518, -1.7950], [1.1242, -7.7109, -1.6043], [1.8207, -7.3170, -2.7726], [0.9666, -6.5452, -3.7642], [1.0796, -10.4204, -1.8831], [-0.5662, -10.4920, -2.5417], [0.7297, -9.7405, -3.4693], [-0.3970, -8.7430, -0.7988], [-0.7811, -8.0229, -2.3482], [2.2854, -8.1875, -3.2508], [2.6361, -6.6768, -2.4340], [0.1360, -7.1425, -4.1430], [1.5698, -6.2326, -4.6177], [0.5447, -5.6571, -3.2913], [-3.3862, 9.5119, 2.4650], [-4.2709, 8.3579, 2.0215], [-3.8068, 7.0884, 2.4325], [-3.6875, 6.8796, 3.8280], [-4.9937, 7.0345, 4.5885], [-2.3692, 9.3752, 2.0943], [-3.7764, 10.4556, 2.0806], [-3.3331, 9.5923, 3.5517], [-4.2955, 8.3258, 0.9316], [-5.3046, 8.5129, 2.3524], [-2.9142, 7.5346, 4.2461], [-3.3252, 5.8581, 3.9437], [-5.3976, 8.0454, 4.5100], [-4.8408, 6.8168, 5.6462], [-5.7449, 6.3476, 4.1962]],
  "orbital_gap_ev": 6.74,
  "e_homo_ev": -4.565,
  "energy_ha": -2417.54622,
  "charge": -1
}